{"formula": "C4H11AlCl3", "method": "ωB97M-V with the def2-TZVPD basis set", "total_energy_ev": -48491.0247, "total_charge": -1, "spin_multiplicity": 1, "homo_lumo_gap_ev": 7.59, "lumo_ev": 3.03, "mol_weight_da": 192.47, "species": ["Al", "C", "C", "C", "Cl", "H", "H", "H", "H", "H", "H", "H", "H", "H", "C", "Cl", "Cl", "H", "H"], "xyz": [[0.482100, 0.136542, -0.601839], [-0.561015, 1.221772, 0.819558], [0.212235, 1.025872, 2.191274], [1.530301, 1.826483, 2.087307], [1.736527, 2.989976, 3.479797], [0.155245, -1.415518, -0.419591], [0.137210, 0.730164, -2.048943], [2.062792, 0.311665, -0.316813], [-0.527799, 2.308542, 0.619769], [-1.613205, 0.908482, 0.910631], [0.406904, -0.051492, 2.282437], [-0.436613, 1.365145, 3.007791], [2.415326, 1.189842, 2.062042], [1.536386, 2.408794, 1.163832], [-1.460660, -3.076808, -3.153608], [-1.804029, -1.354315, -3.358654], [-1.719151, -3.623741, -1.494006], [-2.124613, -3.639781, -3.801116], [-0.427942, -3.261623, -3.429867]], "forces_ev_per_a": [[-0.3, 0.6, 0.3], [0.9, -0.2, 0.4], [-0.7, 0.2, -1.4], [-0.3, -0.5, 0.1], [0.1, -0.1, -0.2], [-0.1, -0.4, 0.0], [0.0, 0.0, -0.4], [0.3, 0.1, 0.1], [-0.3, -0.3, -0.1], [0.2, 0.1, 0.0], [0.1, 0.3, 0.4], [0.5, -0.1, 0.2], [-0.1, 0.2, 0.2], [0.0, 0.1, 0.3], [-0.1, 0.0, -0.1], [0.0, -0.2, 0.0], [-0.1, -0.1, 0.0], [0.0, 0.0, 0.0], [0.0, 0.1, 0.2]]}